# 1
12
Properties=species:S:1:pos:R:3 method="wB97M-V/def2-TZVPD" homo_lumo_gap_ev="6.56 / 5.95" multiplicity=6 relative_energy_ev=0.000
H 0.370 0.452 1.327
O 0.953 1.870 -0.763
O -1.212 -1.512 2.153
C 0.586 0.690 -0.784
Fe -1.345 -3.470 2.501
C -0.593 -2.096 1.231
H 0.291 1.802 -3.148
O -0.001 -1.336 0.304
H 1.090 -0.026 -1.464
H -1.152 0.408 0.417
Li 1.114 3.138 -2.178
C -0.101 0.081 0.404

# 2
13
Properties=species:S:1:pos:R:3 method="wB97M-V/def2-TZVPD" homo_lumo_gap_ev="9.39 / 8.74" multiplicity=2 relative_energy_ev=5.054
H -2.410 0.392 -0.889
C 0.745 0.609 0.000
H -2.410 0.392 0.889
C -0.556 -0.183 0.000
O 3.125 0.624 0.000
H -1.591 1.692 0.000
H 0.372 -2.052 0.000
O 0.713 1.791 0.000
C -1.821 0.639 0.000
H -1.508 -2.040 0.000
C -0.546 -1.491 0.000
O 4.123 -0.112 0.000
O 1.764 -0.263 0.000

# 3
17
Properties=species:S:1:pos:R:3 method="wB97M-V/def2-TZVPD" homo_lumo_gap_ev=8.81 relative_energy_ev=4.173 smiles=N#CN(C#N)Oc1ccccc1
H -2.476 -1.788 -2.066
H 1.623 -1.996 -0.531
C 1.087 2.719 1.219
C -1.839 -0.101 -0.858
C 0.654 -1.432 -0.619
C 0.521 -0.074 -0.278
C -0.372 -1.926 -1.461
N 1.588 1.503 1.360
H -0.052 -2.864 -1.799
C -1.615 -1.377 -1.493
C 1.493 0.784 2.450
H -2.862 0.167 -0.768
N 1.494 0.116 3.374
H -0.871 1.410 0.406
N 0.689 3.778 1.122
O 1.678 0.557 0.143
C -0.741 0.526 -0.202

# 4
115
Properties=species:S:1:pos:R:3 method="wB97M-V/def2-TZVPD" homo_lumo_gap_ev="5.26 / 5.26" multiplicity=4 total_charge=-1
H -0.735 0.917 -5.497
H -3.781 -4.206 0.578
C 0.616 3.001 -3.016
H -0.556 -5.399 -0.271
N -2.280 0.141 -0.280
C -3.231 2.036 1.904
C 0.605 -0.125 -3.576
H -0.315 -3.170 -1.398
H -0.985 -1.367 2.497
H -1.141 -2.830 -5.961
C -2.184 0.746 -3.907
C -3.032 -3.721 -0.052
C 2.715 1.882 -2.046
C 0.260 -3.746 -3.671
C -4.799 0.213 2.459
N -0.274 -4.353 1.540
H 2.890 2.792 -1.473
H -1.465 2.831 2.930
C 0.254 -5.085 0.403
H 3.174 1.235 -5.355
H -4.721 2.062 -6.592
C -1.972 1.878 2.779
H 5.067 -0.591 2.350
C 2.287 -0.659 -5.786
H 0.875 0.446 4.604
H 2.965 0.331 5.980
H -1.271 1.170 2.328
C -1.044 -5.135 2.491
C -5.064 1.011 -1.773
C 1.856 2.142 -3.295
C -5.028 -1.823 1.250
H -3.972 3.095 0.166
H 1.181 -2.246 -1.236
H -2.256 1.465 3.752
C 1.593 0.809 -3.983
C 1.842 0.212 4.186
H 2.235 1.140 -1.399
C 0.480 -1.327 -4.321
H -2.271 -1.840 -5.035
N -0.933 -2.368 2.565
C -1.764 1.035 -5.185
Nd 0.094 0.292 0.005
H 2.085 -3.964 0.304
N 1.825 -0.025 2.859
H 1.207 -2.489 -5.965
H -1.780 -2.431 4.449
C -4.015 -1.446 0.380
C 2.966 -0.331 2.166
C -3.026 2.957 0.696
C -3.586 -2.442 -0.691
C 2.418 0.514 -5.063
H -4.376 -3.474 -2.430
H -2.164 -3.485 0.564
C 1.312 -1.564 -5.407
C 4.195 -0.124 4.251
H 5.131 -0.155 4.792
H -2.727 -4.432 -0.825
H -2.784 -1.994 -1.277
H -2.359 1.698 -7.143
H -0.392 -4.461 -3.160
H -5.332 0.885 -0.733
H -3.982 2.543 2.519
H 2.940 -0.866 -6.626
C -1.762 -3.035 3.542
O 0.666 0.012 2.246
N -0.045 -2.257 0.454
H -2.665 3.929 1.036
H 0.051 3.153 -3.940
C -6.051 1.471 -2.682
C 1.239 -4.208 -0.343
H -1.808 -4.972 4.498
H -7.046 1.664 -2.296
C -3.552 0.978 -3.616
H -5.513 -2.785 1.117
H -0.528 -6.089 2.627
C -0.491 -2.429 -3.922
C -5.427 -1.011 2.297
H -2.798 -3.140 3.191
C -3.798 0.735 -2.239
H -5.119 0.869 3.263
C -3.361 -0.194 0.541
C 4.166 -0.362 2.899
H -5.123 -1.902 -2.128
H 1.610 -4.713 -1.236
H -0.180 -4.293 4.263
C -5.800 1.682 -4.012
H 0.922 3.971 -2.623
H 0.738 -5.988 0.785
C 2.999 0.161 4.914
H 0.572 -4.202 -4.613
H 1.152 -3.583 -3.065
C -4.031 1.696 -5.840
C 0.507 -2.931 -0.714
C -0.417 -2.984 1.458
H -2.046 -5.357 2.095
S 2.896 -0.680 0.504
H -2.150 -3.577 -4.717
C -2.522 0.294 -1.649
H 3.676 1.453 -2.341
N -0.189 0.091 -2.438
H -0.049 2.545 -2.298
H -2.310 2.563 -0.009
Br 0.791 2.899 0.740
H -5.548 -3.290 -1.118
C -1.171 -4.406 3.817
C -4.730 -2.796 -1.649
H -0.980 -2.127 -2.995
C -4.492 1.451 -4.518
H -6.579 2.045 -4.673
H 2.463 2.734 -3.988
H -6.217 -1.322 2.972
C -1.581 -2.678 -4.972
C -1.550 0.290 -2.649
C -3.793 0.650 1.602
C -2.710 1.496 -6.137